Entry 1:
ORCA calculation (ωB97M-V with the def2-TZVPD basis set) on C45H108Hg2N9O14 as an isolated structure at a distorted geometry.

Output
* energy relative to the best compared isomer or geometry (same formula, charge and spin): 0.000 eV
* HOMO level: -0.343 Eh
* LUMO energy: -3.109 eV
* net charge: +1

The geometry in XYZ format:
```
178
Properties=species:S:1:pos:R:3:forces:R:3:mulliken_charge:R:1
Hg -14.203916 -1.813077 -2.679716 -2.152 -0.111 0.185 2.309
Hg -16.321020 -10.000957 -3.554228 -0.163 0.727 0.360 1.450
C -18.310816 -0.969221 -2.166475 0.591 -0.244 -0.057 -0.934
C -17.213216 -0.549645 -1.141890 -0.237 -0.775 -1.478 0.294
C -17.347518 -1.297390 0.149664 -0.184 -0.314 0.699 -0.800
O -15.938693 -0.556159 -1.719988 1.420 -0.091 -0.461 -0.818
H -18.199648 -0.291427 -3.012843 -0.290 0.058 -0.036 0.364
H -19.324837 -0.942064 -1.767561 -0.060 0.351 0.124 0.435
H -18.188188 -1.970293 -2.579907 0.376 -0.247 0.143 -0.189
H -17.494352 0.493066 -0.994172 0.333 0.463 0.522 0.241
H -16.673543 -0.961885 0.937879 0.157 0.235 -0.115 0.347
H -17.190870 -2.371227 0.047483 0.202 -0.119 -0.402 -0.204
H -18.365209 -1.191958 0.525564 -0.112 0.127 0.105 0.483
C -14.294108 -6.284904 -2.225463 -1.738 -4.940 -0.671 0.217
C -14.583008 -5.006130 -2.460460 1.753 3.110 0.891 0.192
C -15.691342 -4.566576 -3.358891 -1.412 3.747 -1.965 1.774
O -15.861007 -3.318963 -3.751455 1.312 -2.875 1.735 -1.264
C -16.582542 -5.485163 -3.851817 -0.556 -3.045 0.395 -0.888
C -16.424082 -6.892867 -3.610101 0.766 1.673 -0.074 0.154
C -15.137283 -7.331490 -2.777152 -0.018 3.987 0.211 0.552
O -14.956365 -8.520276 -2.593776 0.650 -1.711 0.434 0.355
O -17.170332 -7.787649 -4.055219 0.159 -0.058 0.355 -0.925
O -13.809011 -4.164665 -1.896917 -0.774 1.133 -0.666 -1.809
H -13.543307 -6.557228 -1.498456 0.174 0.024 -0.107 -0.471
H -17.461704 -5.176555 -4.397928 0.201 0.105 -0.178 0.665
C -12.021672 -8.993906 -0.673416 0.910 0.580 1.043 0.003
C -12.891295 -9.604067 0.411136 -0.208 -0.972 -2.247 0.297
C -12.391332 -9.562121 1.820749 0.652 -0.487 1.120 -0.629
O -11.165562 -10.316066 1.953902 -0.146 0.300 -0.774 -0.338
C -10.679651 -10.472069 3.278742 -0.735 -0.171 0.045 -0.674
N -14.270001 -9.159232 0.182517 -0.800 -0.166 0.879 -0.261
H -12.335349 -9.216877 -1.693220 -0.223 0.014 0.226 -0.690
H -10.988593 -9.316005 -0.542670 0.088 -0.019 -0.082 0.936
H -12.060515 -7.919860 -0.491735 0.221 0.282 -0.368 -0.514
H -12.938605 -10.660583 0.147280 0.280 -0.472 0.360 0.144
H -13.184654 -10.036218 2.398638 -0.098 -0.108 0.455 0.545
H -12.209015 -8.578904 2.254506 -0.202 0.382 -0.284 0.009
H -11.389552 -11.092464 3.825776 -0.122 0.055 0.357 0.323
H -10.540014 -9.520980 3.792601 -0.132 0.079 0.019 0.217
H -9.728936 -11.004464 3.306862 -0.020 0.102 -0.566 0.244
H -14.362553 -8.850113 -0.774552 0.129 -0.020 -0.126 -0.339
H -14.541047 -8.360747 0.738446 0.351 0.377 0.268 0.355
C -9.963889 -5.689924 -0.524692 -0.110 0.142 0.747 -1.097
C -10.740715 -5.293624 0.744517 0.350 -0.512 1.047 3.100
C -9.926832 -4.992162 2.074966 0.753 -0.414 -2.137 -1.105
O -9.104855 -6.075493 2.546826 -0.640 0.676 -0.052 -0.467
C -9.844570 -6.991447 3.314063 -0.363 -0.330 -0.379 -0.566
N -11.486784 -4.100503 0.376592 -0.261 -0.196 -0.135 -0.660
H -9.533981 -4.756061 -0.886898 0.404 -0.188 -0.172 0.455
H -10.690856 -6.023898 -1.265012 -0.158 0.019 -0.153 -0.150
H -9.236525 -6.496307 -0.430923 0.142 0.206 0.272 0.357
H -11.460807 -6.075217 0.986745 -0.009 -0.654 0.071 -1.517
H -10.573584 -4.605414 2.862524 -0.173 -0.119 0.001 0.389
H -9.251670 -4.203234 1.743530 0.230 0.124 0.420 0.383
H -10.351205 -7.730305 2.693168 0.033 -0.074 -0.382 0.040
H -10.644777 -6.487266 3.855898 0.055 0.123 0.466 0.314
H -9.204363 -7.566264 3.983245 0.192 0.366 0.081 0.379
H -12.031747 -4.418966 -0.411885 -0.102 0.419 -0.771 -0.041
H -12.220305 -3.996339 1.063021 0.273 0.601 0.347 0.268
C -11.517156 -1.767298 -6.363795 0.825 0.343 -2.892 -1.541
C -12.173878 -1.361073 -5.126414 -0.015 1.003 1.059 0.754
C -13.095421 -0.183479 -5.345968 -1.119 0.860 0.896 -1.109
O -13.895523 0.116739 -4.118866 1.091 0.902 -1.807 -0.161
C -14.576668 1.386105 -4.289147 -0.684 -0.421 1.015 -0.885
N -12.959894 -2.437885 -4.631109 -0.522 -0.911 1.293 0.869
H -10.980781 -0.920565 -6.792081 0.467 -0.002 0.053 0.482
H -12.234116 -1.987366 -7.154771 -0.527 -0.063 0.078 0.304
H -10.870351 -2.644581 -6.374754 0.150 0.173 0.765 0.262
H -11.418140 -1.101198 -4.385188 -0.001 0.176 0.210 0.442
H -13.855359 -0.358344 -6.107554 0.266 -0.359 -0.224 0.280
H -12.525866 0.692011 -5.657779 0.047 0.197 0.288 0.528
H -13.885697 2.228249 -4.327323 0.146 -0.172 -0.171 0.315
H -15.248007 1.510759 -3.439521 0.407 -0.172 0.390 0.200
H -15.295095 1.406634 -5.108626 0.477 -0.319 -0.625 0.356
H -13.485162 -2.730019 -5.442813 -1.273 0.047 -0.094 -0.857
H -12.330853 -3.219026 -4.511852 0.467 -0.313 0.564 0.243
C -16.178766 -5.339524 1.139996 0.849 0.771 -0.193 -0.316
C -14.664019 -5.170061 1.475424 -1.611 0.523 0.898 2.039
C -14.404714 -4.043152 2.522997 -0.960 -0.154 -0.105 -1.528
O -13.057802 -3.658225 2.605593 -0.064 -1.332 -1.962 -0.381
C -12.790266 -2.811099 3.642644 0.292 0.636 1.207 -1.034
N -14.180730 -6.493798 1.827707 1.598 0.160 -0.105 0.012
H -16.259979 -5.754188 0.135233 0.020 -0.053 -0.088 -0.393
H -16.649711 -4.356576 1.128985 -0.224 -0.114 0.018 -0.437
H -16.719956 -6.014263 1.803276 0.151 0.150 0.286 0.453
H -14.163237 -4.777305 0.590525 0.102 -0.540 -0.296 -1.034
H -14.762121 -4.297168 3.520909 -0.156 -0.418 0.239 0.498
H -14.969487 -3.159207 2.226704 -0.314 0.140 -0.211 0.608
H -13.614974 -2.113616 3.789175 -0.192 -0.034 0.419 0.367
H -11.918709 -2.181558 3.463324 0.187 -0.325 -0.302 0.268
H -12.597793 -3.472040 4.487751 -0.110 0.599 0.769 0.347
H -13.238707 -6.324793 2.150414 0.696 -0.396 -0.168 -0.227
H -14.583900 -6.937685 2.640429 -0.870 0.434 0.194 0.394
C -11.153900 -5.907777 -6.398068 0.246 -1.019 -0.165 -2.071
C -11.753676 -5.823434 -4.995660 0.646 -0.890 0.060 2.898
C -11.447855 -7.120596 -4.211971 0.579 -0.976 -0.688 0.316
O -10.020941 -7.358526 -4.079866 -1.364 1.422 -0.236 -0.494
C -9.602206 -8.404406 -3.245769 0.693 0.201 -0.145 -0.371
N -11.159538 -4.716231 -4.287713 0.228 0.267 0.112 -0.413
H -11.188936 -4.997569 -6.996725 -0.153 -0.038 0.207 0.370
H -11.559054 -6.752750 -6.954810 -0.774 0.193 -0.205 0.356
H -10.129399 -6.277694 -6.357367 0.391 0.628 0.403 0.377
H -12.836737 -5.702148 -5.014894 -0.092 -0.088 -0.085 -1.600
H -11.817946 -7.940595 -4.827383 -0.422 -0.448 0.049 0.224
H -11.946073 -7.141099 -3.242709 0.022 0.144 0.160 -0.308
H -9.964644 -9.374575 -3.585661 -0.040 -0.196 -0.105 0.232
H -9.808284 -8.296829 -2.180847 -0.432 0.319 0.000 -0.116
H -8.519407 -8.336785 -3.350964 0.049 -0.532 0.098 0.373
H -11.616932 -4.650021 -3.389649 -0.069 0.054 0.544 -0.517
H -10.242449 -5.090198 -4.089750 0.667 0.584 0.279 0.628
C -15.054460 -8.185921 -6.419059 0.159 -0.548 -0.191 -0.886
C -15.346870 -9.699426 -6.468500 -0.125 1.381 -1.970 -0.077
C -14.267717 -10.515408 -5.888415 1.186 -0.266 1.503 -1.046
O -14.224768 -10.196061 -4.487585 0.490 -0.507 -0.299 0.082
C -13.161240 -10.778010 -3.770740 0.635 -0.579 1.578 -0.604
N -16.658000 -10.015841 -5.952557 -0.276 -1.423 0.622 -0.697
H -14.548729 -7.892351 -5.499188 0.130 -0.020 -0.059 -0.358
H -15.944656 -7.562219 -6.500621 -0.091 -0.218 -0.098 0.328
H -14.425452 -8.013486 -7.292389 0.190 0.453 0.243 0.645
H -15.354442 -9.987031 -7.519845 0.128 0.101 -0.356 0.730
H -13.294222 -10.265141 -6.310031 -0.031 0.181 -0.272 0.380
H -14.374005 -11.596807 -5.974328 -0.347 -0.171 -0.254 0.495
H -13.389934 -10.879113 -2.709811 -0.796 0.273 0.057 0.029
H -12.261947 -10.166759 -3.694865 0.067 0.140 -0.935 -0.107
H -12.934995 -11.813207 -4.026215 0.045 0.074 -0.772 0.529
H -17.369062 -9.596001 -6.534137 -0.169 0.696 0.325 0.294
H -16.782368 -10.996255 -6.160943 -0.250 -0.543 0.097 0.268
C -21.528745 -5.345635 -1.728503 -0.358 0.088 -0.609 -1.482
C -20.253121 -4.542695 -1.769446 0.491 0.090 1.037 0.404
C -19.283896 -5.125679 -0.681877 0.022 -0.715 -0.528 0.983
O -19.802186 -5.072926 0.664508 1.309 0.538 -1.491 -0.492
C -19.666357 -3.736881 1.141295 -0.627 -0.567 1.183 -0.369
N -19.717579 -4.536992 -3.136405 0.493 -0.393 0.587 -0.520
H -21.199349 -6.368717 -1.909915 -0.420 -0.406 0.413 0.171
H -22.204354 -5.108989 -2.550474 0.140 0.279 -0.139 0.413
H -22.114928 -5.207144 -0.820032 0.378 -0.376 0.163 0.347
H -20.408957 -3.505651 -1.472228 -0.217 0.115 -0.220 0.297
H -18.257275 -4.794507 -0.838285 0.131 1.657 0.643 -0.122
H -18.961220 -6.146816 -0.885001 -1.249 -0.911 -0.095 -0.371
H -18.638595 -3.375131 1.171849 -0.089 -0.032 -0.599 -0.128
H -19.956715 -3.774471 2.191238 -0.279 0.046 0.030 0.372
H -20.372039 -3.091233 0.618561 0.347 0.360 -0.039 0.355
H -19.415052 -5.482735 -3.321207 -0.402 -0.740 -0.325 0.308
H -18.799548 -4.116393 -3.115744 0.167 0.879 0.060 -0.066
C -18.116643 -8.981581 -0.436938 0.116 -0.520 0.637 -1.366
C -17.878869 -10.474156 -0.717930 -0.691 1.638 -1.847 0.292
C -18.819542 -10.940662 -1.876370 0.528 0.462 0.579 -1.028
O -18.480060 -10.311195 -3.165313 -1.079 -0.876 1.555 -0.156
C -19.584539 -9.993596 -3.985215 -0.961 0.605 -0.704 -0.738
N -16.515978 -10.615930 -1.187817 -0.307 -1.238 -0.478 -0.482
H -17.944661 -8.331626 -1.294896 -0.392 -0.270 -0.341 -0.219
H -17.395229 -8.620963 0.296284 -0.050 -0.110 0.296 0.493
H -19.117344 -8.889135 -0.014863 -0.003 0.468 -0.137 0.631
H -18.013628 -11.065723 0.187608 -0.500 -0.105 -0.077 0.608
H -19.813598 -10.632064 -1.552762 -0.217 -0.363 -0.488 0.521
H -18.689650 -12.014715 -2.009176 -0.464 -0.104 -0.063 0.463
H -19.282701 -9.821173 -5.018297 0.503 -0.139 0.177 0.135
H -20.069005 -9.063735 -3.687294 0.126 0.075 0.371 0.165
H -20.360303 -10.758211 -4.025886 0.233 -0.355 0.319 0.371
H -15.949195 -10.247256 -0.437526 1.322 0.448 -0.006 -0.031
H -16.375731 -11.616131 -1.192601 0.645 -0.365 0.018 0.276
C -14.517964 -4.764370 -6.916507 -1.369 -0.629 -0.699 -0.334
C -15.514517 -3.679621 -7.417996 0.605 1.443 0.350 -0.483
C -17.031075 -3.909611 -7.283257 -0.579 -1.804 -0.868 0.047
O -17.900642 -2.929214 -7.849360 1.534 0.890 0.462 -0.409
C -19.280672 -3.177946 -7.740626 -0.114 -0.085 -0.653 -0.727
N -15.126986 -2.504723 -6.635800 0.036 0.208 -0.264 -0.228
H -13.472370 -4.459390 -6.873963 -0.264 0.577 -0.321 -0.054
H -14.557609 -5.603613 -7.610918 0.017 -0.335 0.198 0.551
H -14.776577 -5.100873 -5.912529 -0.217 -0.109 0.026 -0.382
H -15.311250 -3.477198 -8.469575 0.052 -0.018 -0.116 0.633
H -17.342142 -4.161461 -6.269402 0.204 0.300 0.316 -0.262
H -17.194203 -4.809651 -7.876068 -0.286 -0.650 -0.043 0.410
H -19.533302 -4.039906 -8.358124 -0.152 -0.499 0.277 0.317
H -19.818107 -2.358698 -8.218236 0.300 0.260 0.109 0.280
H -19.665197 -3.261851 -6.724168 0.261 -0.239 0.200 0.250
H -15.578968 -2.696628 -5.753194 -0.067 0.581 0.703 -0.256
H -15.541638 -1.667548 -7.019602 -0.288 0.132 0.003 0.366
```
Positions in Å, forces in eV/Å.

---

Entry 2:
ORCA calculation (ωB97M-V with the def2-TZVPD basis set) on a 14-piece molecular cluster, C4H36NO14S2 overall at a distorted geometry.

Output
* HOMO level: -0.172 Eh
* LUMO energy: 2.156 eV
* net charge: -1

The geometry in XYZ format:
```
57
Properties=species:S:1:pos:R:3:forces:R:3:nbo_charge:R:1
S 0.138959 -2.427275 -3.357286 -0.176 -0.935 -0.061 -0.641
S -0.299506 -0.252525 -2.384776 -0.457 -0.014 -1.801 0.362
C 0.023080 -0.663370 -0.688635 1.515 0.403 1.591 -0.626
C -0.830607 0.280740 0.165048 -0.298 1.175 1.016 -0.094
C -1.316611 1.531777 -0.668158 0.788 -0.436 -0.406 -0.087
O -0.873572 1.438524 -2.007280 0.732 0.435 0.691 -0.816
N -0.073196 0.649162 1.372514 -0.879 0.025 0.310 -0.670
C -0.895801 1.226466 2.479404 2.338 -0.099 0.648 -0.452
H -1.166921 -2.784060 -3.533471 0.688 -0.063 0.337 0.090
H 1.101521 -0.584414 -0.320120 -0.916 0.878 -0.930 0.230
H -0.011397 -1.712840 -0.421204 -1.190 -0.365 -0.345 0.256
H -1.771991 -0.093900 0.588118 0.380 -0.866 -0.408 0.204
H -2.403518 1.569310 -0.737996 -0.129 0.245 0.596 0.155
H -0.885531 2.443999 -0.215947 -0.479 -0.205 -0.028 0.177
H 0.744138 1.219452 1.191045 -0.265 0.130 -0.362 0.369
H -0.272297 2.022851 2.918572 -0.327 -0.103 -0.063 0.229
H -1.871461 1.685387 2.315872 -0.062 -0.453 -0.575 0.190
H -0.878249 0.439022 3.242938 -0.936 0.248 0.087 0.186
H -3.061228 -0.487587 -3.965694 -0.076 -0.025 -0.049 0.467
H -2.320448 -1.749804 -4.258822 -0.270 0.015 0.005 0.481
O -3.228707 -1.421557 -4.149558 0.249 0.348 -0.123 -0.953
H 0.822563 -1.255877 2.405196 0.417 -0.067 -0.749 0.503
H 1.973227 -2.340648 1.955775 0.086 0.796 -0.476 0.521
O 1.248469 -2.111982 2.566302 -0.288 -0.388 1.260 -1.035
H -4.966772 0.110804 -2.070127 0.140 -0.176 0.208 0.491
H -4.258344 0.640015 -0.787817 -0.018 -0.315 -0.081 0.489
O -4.755248 0.904835 -1.568194 -0.194 0.254 -0.177 -0.966
H 3.303741 1.518498 -0.518001 -0.330 0.038 -0.612 0.488
H 1.970732 2.434314 -0.616342 0.269 -0.072 -0.509 0.529
O 2.638366 2.015912 -0.041554 0.062 0.021 0.909 -1.022
H 0.942106 4.454489 -1.719514 -0.265 -0.063 -0.379 0.483
H 0.411785 3.037278 -2.299245 -0.359 0.059 0.199 0.525
O 0.945116 3.500935 -1.634066 0.575 -0.198 0.383 -0.993
H 4.041290 2.603156 2.207964 0.121 -0.115 -0.005 0.479
H 3.074316 1.541435 1.728757 -0.038 0.346 0.058 0.508
O 3.482137 1.893327 2.543481 0.240 -0.443 -0.075 -0.964
H -4.008158 2.482134 -2.384132 0.322 0.138 0.003 0.494
H -2.654890 3.018666 -2.918598 -0.007 -0.283 0.155 0.475
O -3.508568 3.296815 -2.571330 -0.238 0.137 -0.114 -0.982
H 0.775927 -3.736999 -1.582481 -0.271 -0.182 0.105 0.510
H 0.602037 -4.439629 -0.132838 -0.186 0.393 -0.340 0.511
O 1.229219 -4.171636 -0.827577 0.167 -0.231 -0.062 -1.007
H 1.629947 3.904991 2.075173 -0.511 0.386 0.120 0.455
H 2.256220 3.002035 3.022444 -0.686 0.316 0.624 0.486
O 1.547200 3.698143 3.017700 0.826 -0.457 -0.658 -0.973
H -2.705288 -1.133315 -1.696892 -0.167 -0.286 -0.006 0.475
H -2.026501 -2.263981 -1.047054 -0.142 -0.219 0.134 0.477
O -2.898835 -1.846525 -1.062558 0.182 0.340 -0.097 -0.962
H 2.250269 -3.142345 -0.158926 0.610 -0.027 0.469 0.511
H 3.764743 -2.978195 0.347545 -0.112 -0.106 -0.037 0.475
O 2.870786 -2.650541 0.467204 -0.254 0.207 -0.212 -1.020
H 3.837776 -0.430866 2.809590 0.147 0.073 0.010 0.474
H 3.338346 -1.305367 3.922785 -0.032 -0.206 -0.129 0.475
O 4.077862 -1.218158 3.310196 0.032 0.122 0.159 -0.950
H 0.388956 -3.616403 2.122202 -0.765 0.228 -0.313 0.509
H -1.151733 -3.681008 1.949979 0.049 0.088 -0.008 0.474
O -0.335457 -4.063666 1.620389 0.388 -0.449 0.112 -1.002
```
Positions in Å, forces in eV/Å.

---

Entry 3:
ORCA calculation (ωB97M-V with the def2-TZVPD basis set) on an isolated molecule of C3H5NO at a distorted geometry.

Output
* energy relative to the best compared isomer or geometry (same formula, charge and spin): 1.995 eV
* HOMO level: -0.334 Eh
* SMILES: C=CNC=O
* LUMO energy: 0.759 eV
* net charge: 0

The geometry in XYZ format:
```
10
Properties=species:S:1:pos:R:3:forces:R:3:nbo_charge:R:1
C 0.092885 -2.184031 0.167245 -0.370 -2.810 0.560 -0.482
C -0.314691 -0.921808 0.314561 -1.227 0.283 -0.015 -0.042
N 0.115802 0.003798 -0.608270 3.417 -1.335 -3.090 -0.627
C 0.115479 1.304129 -0.386627 1.733 3.439 -0.763 0.530
O -0.108886 1.882415 0.639357 -1.111 -0.012 1.186 -0.585
H -0.642624 -2.946292 0.703074 2.378 1.245 -1.042 0.226
H 1.059503 -2.597963 -0.535910 -3.232 1.465 2.044 0.221
H -1.149913 -0.406624 0.969739 1.748 -1.849 -1.102 0.250
H 0.927224 -0.277965 -1.333016 -2.911 0.531 2.108 0.406
H 0.504249 1.953196 -1.231922 -0.424 -0.957 0.115 0.104
```
Positions in Å, forces in eV/Å.